# C31H81BClFN2O14

A cluster of 11 separate species, C31H81BClFN2O14 in total at a distorted geometry (ωB97M-V/def2-TZVPD, the Open Molecules 2025 dataset).

E_HOMO = -8.8 eV
SMILES string = C#CCCC[C@@](CCCCl)(NF)[C@@H](O[C@H](N)CCCCCCCCCOC)B(O)O.CO.CO.CO.CO.CO.CO.CO.CO.CO.CO
frontier orbital gap = 8.9839 eV

ORCA input file:
```
! wB97M-V def2-TZVPD RIJCOSX def2/J DEFGRID3
* xyz 0 1
H 7.44738 -1.00463 0.77149
C 3.25187 -1.37569 0.57370
H -1.61042 -2.98813 -6.47625
C 1.65326 -1.19727 0.48006
C 0.87294 3.06833 3.10414
H -5.58334 2.59892 3.19669
H 3.59163 -0.76656 1.50799
C -2.20901 0.68691 2.76435
O -1.20623 -0.81731 0.04203
H 7.76228 5.14638 -0.77665
H -2.64749 4.43648 -2.79451
H 3.60649 -1.19098 -1.62787
O -5.44341 3.62566 4.97790
H -5.04813 4.38598 4.53013
H -6.69609 -2.10642 8.72618
O -3.57737 -4.50905 -4.46285
C 6.91552 1.81949 -0.81116
H -2.11456 -9.54668 -2.86589
H -2.57658 -0.38380 2.51601
H 7.49563 1.36999 1.31603
H -7.89190 -2.64296 6.84491
O -4.05872 -1.56979 0.78130
C -2.99723 -5.80579 -4.46448
H 6.23604 3.71686 -5.30861
H -3.57398 4.48810 0.27734
H -4.59400 -3.58455 1.84614
C 6.82919 6.48193 -6.57077
C 6.58867 1.14230 0.61974
H -5.24644 -2.69241 7.87224
H -4.66741 -2.25293 0.40097
H -4.04494 -1.01525 5.66341
C 4.04093 -0.69637 -0.68049
C 4.25497 -1.89066 4.50225
H 5.70946 1.91103 -6.62421
H -3.32011 -6.33578 -5.36175
H 4.70982 2.40877 -0.69628
H -3.81887 1.94039 1.64877
O 5.83580 2.96151 -4.85455
C -3.23657 4.88497 -1.89753
H -1.90735 -5.72014 -4.46719
C -2.79004 4.13773 -0.50963
H 5.47319 2.88816 -2.31100
H -2.26189 -1.34088 -6.66525
H -1.53167 -2.90652 -1.35441
H 6.29606 5.96738 -1.63020
H 5.78216 -0.74491 1.52665
C 5.63028 -1.04138 -0.68827
O -3.80763 1.01525 5.48678
C -2.27407 0.10732 -0.38534
H -0.71507 -0.66443 -5.11329
H -3.03920 6.01327 -1.88324
C 5.69110 2.80919 -1.17975
H 5.68295 1.68661 1.10365
O 5.86988 4.14763 -0.59113
H -0.70068 -8.93500 -1.97193
C 6.42888 -0.46954 0.58838
H 7.45126 7.29937 -6.94328
C -0.42575 -1.21881 -1.13118
C -6.29754 -3.67164 2.77019
H -4.17872 2.38345 -0.55711
H 8.25336 5.16758 -6.65232
H 7.06997 4.36129 -2.33235
H 4.59768 1.39821 -5.33028
H -2.06692 -7.27904 -1.15938
H -0.51384 -2.57435 -2.68447
H 5.69227 -2.20134 -0.63452
H -2.69936 0.95478 3.78616
C -4.41865 -0.09788 6.12073
C -1.78119 -2.03623 -5.97230
H 4.49919 -1.88007 5.56749
H -4.15708 1.81274 5.91122
H -5.98582 -3.00556 3.57846
H -4.85228 -0.48370 -1.90615
H -6.83449 -3.10471 2.00519
H 1.42845 -0.07617 0.37351
C 0.11924 2.00354 3.18959
H -2.14160 0.20193 -1.54147
H -0.47370 0.02913 4.02596
H -6.68516 2.06718 4.49125
H -6.95310 -4.44485 3.17265
H 3.81955 0.43696 -0.76591
O 7.65076 5.49193 -5.96901
O -2.36976 -7.72331 -1.96307
C -1.79035 -9.01907 -1.96808
H 6.26204 6.03932 -7.39355
H 6.05872 -0.73723 -1.70822
O -5.15717 -4.29110 2.19422
H 4.51457 0.01687 4.27569
H -7.00615 3.59438 3.63288
H -4.16883 -0.09625 7.18497
H 1.67453 3.87121 3.32790
H -2.85689 2.35049 -1.86595
H 3.57292 -2.47039 0.69525
H 7.84189 2.50630 -0.65139
H -6.55332 -3.83398 8.27576
C 0.94122 -2.01399 -0.71404
C -6.32619 -2.80834 7.97444
O -4.90309 -0.07659 -1.00396
H -3.32621 -6.35603 -3.58147
H -0.01591 1.49089 0.50391
H 4.63350 -2.81042 4.05443
C -0.62089 0.58285 3.01403
H -2.41942 -2.19798 -5.10090
C 6.78822 4.94690 -1.38655
H -2.11911 -9.57257 -1.08504
O 4.86664 -0.78266 3.86079
O -6.93895 -2.53301 6.72455
H 0.76830 -3.12643 -0.49394
N -0.70886 2.04895 -0.01853
H 3.17135 -1.84195 4.36708
H -5.50225 -0.04440 5.99075
H -2.25721 2.82270 2.09663
H -1.71451 4.42107 -0.23495
N -1.20320 -2.18086 -2.01206
H 6.13664 6.86805 -5.82192
H -0.10414 -0.06263 2.22007
H 1.60992 -1.97059 -1.66431
H -0.05895 -0.30391 -1.74862
H 7.20110 1.08231 -1.64303
H 4.28449 2.91400 -6.21202
H 1.20930 -1.58935 1.47423
C -6.22425 2.93389 4.01585
C 5.06312 2.25813 -5.81386
B -3.77976 -0.53361 -0.19123
C -3.04476 2.56174 -0.74919
F -0.40089 2.17261 -1.34776
C -2.66494 1.80821 1.70462
Cl -5.02186 4.46594 -2.26280
H -3.27518 -4.06319 -3.65963
C -2.11536 1.60336 0.20585
O -0.53271 -1.50483 -5.55529
*
```

Atom charges from the Löwdin analysis, given in e for atoms 1 to 4:
1. H 0.1152
2. C -0.1980
3. H 0.0814
4. C -0.2004

# C31H81MnO33S10

A structure of composition C31H81MnO33S10 at a distorted geometry (ωB97M-V/def2-TZVPD, the Open Molecules 2025 dataset).

E_HOMO (spin up / spin down) = -11.9 / -12.4 eV
frontier orbital gap (spin up / spin down) = 9.9348 / 10.3928 eV

ORCA input file:
```
! wB97M-V def2-TZVPD RIJCOSX def2/J DEFGRID3
* xyz 1 6
H -4.17868 -2.54979 1.79755
C 0.35874 8.42910 2.14865
O 0.52397 -5.08156 7.04534
H -3.89321 3.76649 -3.23406
H -1.96568 0.11258 4.46430
H -3.53232 -2.63408 -4.03705
H 4.12845 4.23583 3.11514
H -6.31788 4.18293 -2.80246
H -1.92826 -1.04767 3.08433
S -3.30993 -3.40747 -0.20326
H -1.68119 -7.52354 2.33756
H 3.83965 5.13669 0.70878
C -4.26472 4.01123 -2.23702
C -1.24123 -3.69732 5.77851
H -3.38262 -7.16705 0.66498
H -2.66267 -8.35644 -0.43686
C -2.80266 4.45495 4.37279
H -3.15509 -1.01814 -4.74506
H 4.28098 2.03893 -6.07986
H -1.23076 1.48883 -1.30361
H 5.15357 2.82806 -3.86336
H 1.53779 -2.10507 -5.32927
C 1.95553 2.24307 -1.48976
C -1.91321 2.33406 -1.28515
H -1.18133 -4.27953 4.86025
H 5.47956 -3.73799 -4.90702
H 1.28519 0.89472 -5.11854
H 2.48510 -3.61453 -5.04275
H -3.56225 0.74517 2.64899
O 2.13662 1.15420 2.43076
H 4.02519 -0.65357 1.51647
O -1.30560 5.36247 1.40048
O 0.60667 4.67976 -0.04009
O -4.20094 -2.55784 -1.17601
H 6.23622 -4.31233 -3.38280
H -7.29625 -1.79503 -2.12517
S -0.39182 -5.47054 1.50149
H 0.90069 2.48523 -1.61282
H 2.12487 1.23011 -1.84405
C 4.38134 0.35656 1.33686
C -1.72425 -0.03121 3.41140
C 5.33562 -2.40848 -3.22557
O -2.29658 2.30962 3.15170
H 2.17616 2.50912 -0.45982
O -1.43340 -5.09148 2.39388
O -3.92806 -4.66004 0.05951
O -3.84314 0.74542 -0.45387
H 1.97753 -2.96746 2.50036
H -2.18854 1.08528 1.55340
H -1.79293 3.05379 -2.08892
H -5.98052 -2.34086 -3.17991
C 1.40409 -2.41923 4.59478
H 0.66647 -6.98617 2.92120
H -5.92252 -3.72983 -1.06642
H -1.94661 2.81063 -0.30562
S 0.05987 4.97619 1.23826
H -1.55018 -2.67481 5.57453
H 1.75675 -6.28866 1.64736
O 0.62957 -1.71456 0.54241
C -5.54057 4.79605 -2.35371
O 3.79471 2.79258 1.64603
H 3.30666 -2.16273 -5.54311
C 4.45434 1.99787 -3.92215
O 3.05471 -0.71305 -3.18456
C 2.46323 -2.52983 -4.95588
O -0.79845 -6.69831 0.64130
H 0.99381 7.08648 3.69422
C -5.65370 -2.67886 -1.06845
H 4.04195 0.64935 0.34037
C 0.08316 -0.75012 -0.06817
C 2.35843 -2.58229 3.44643
H 5.32094 5.77157 1.50662
C 6.07439 -3.45855 -4.04253
H -1.97223 -4.15867 6.43823
O 1.83294 4.38315 -2.96713
H -5.83010 -0.86625 -2.21699
H 5.58583 3.43657 2.56425
H -3.18162 -1.35861 0.85360
O 3.11694 2.56190 -3.84047
H -0.59900 6.76968 3.12972
H 0.55616 1.23947 -3.57627
H 4.59076 1.27687 -3.11817
H -1.69082 0.54482 -4.53438
H -3.48073 4.61448 -1.76901
H 3.17711 -3.23612 3.76009
H 1.80719 -1.72159 5.32871
O -4.49918 2.86770 -1.38227
C 0.99785 -6.09313 2.40081
H 0.70971 0.41974 1.19300
C 4.62527 3.82926 2.23424
H -2.92959 4.86261 3.37599
H 2.84266 -1.63599 3.20994
O -2.92483 2.08869 5.52060
H 5.22668 -1.49235 -3.80537
O -0.36288 -0.98801 -4.13905
O 1.71208 -2.63165 -2.47266
H -5.31323 5.64086 -3.01159
O -0.85852 -3.13153 -3.23209
C -6.21368 -1.88737 -2.21635
S 3.53483 1.45274 2.44424
H 7.06558 -3.10631 -4.32243
H 5.46199 4.51842 0.37839
C 0.39295 7.05428 2.78143
C -1.46841 -7.81583 1.30986
O -1.06277 -2.73445 -5.66352
C -2.49914 0.98913 2.58908
O 0.20813 0.50325 0.36152
H -1.76924 4.48199 4.71367
H 5.61552 1.04686 -5.43997
C -2.76878 -8.07244 0.60552
O 3.99531 3.80499 -1.93613
H -0.15687 3.85357 3.21283
H -0.64459 0.14932 3.36519
H 1.33508 -5.30821 3.07590
C -2.86720 -1.77702 -4.02297
O 0.97551 6.07681 1.90097
Mn 0.09075 -3.08600 -1.18457
H -0.83216 -0.04446 -5.95828
O 4.00698 -2.95733 -2.95237
H -5.85710 5.26300 -1.42391
H -3.39566 -8.76872 1.16610
H -2.40705 -2.74089 1.79664
S 0.35458 -3.77643 6.53534
C -0.72143 0.20447 -4.90130
O 4.22629 1.49247 3.69184
H -0.19608 8.42890 1.21159
H 4.01792 0.42796 -5.35036
C 4.79364 4.88059 1.16488
H -3.41916 4.89415 5.15380
C 0.36078 1.22765 -4.64866
S -3.28669 2.75867 4.31224
H 0.02857 2.68552 1.86198
H -0.12313 9.10545 2.85650
S -1.22205 -2.27601 -4.32862
S 2.77259 3.40660 -2.55078
H 5.81284 -2.16805 -2.28058
H 5.44066 0.57937 1.40168
O -3.62638 1.16108 -2.87510
O 1.31432 -3.70777 5.26263
H 0.08310 2.23269 -4.95360
O 0.05638 -4.50838 0.53191
O -1.99897 -3.39803 -0.79525
H 1.42901 3.60158 2.58390
C -3.26507 -2.37528 1.23482
O 0.59289 -2.62748 7.33910
H 1.36470 8.80084 1.95731
O -4.61742 2.68795 3.80453
S 2.74488 -2.09005 -3.28685
S -3.53138 1.63839 -1.52300
H -2.86665 -1.33514 -3.02657
H -5.96386 -2.19240 -0.14126
C 0.38341 3.60970 2.29898
C 4.58084 1.36371 -5.28303
O -0.40395 -0.98127 -1.21240
H -0.80419 -8.67573 1.25527
H 0.41584 -2.05189 4.31223
*
```

Atom charges from the Löwdin analysis, given in e for atoms 1 to 4:
1. H 0.0925
2. C -0.0569
3. O -0.2538
4. H 0.1224

# C31H82F3MnN16O12

A structure of composition C31H82F3MnN16O12 at a distorted geometry (ωB97M-V/def2-TZVPD, the Open Molecules 2025 dataset).

E_HOMO (spin up / spin down) = -10.0 / -10.1 eV
frontier orbital gap (spin up / spin down) = 7.9318 / 8.0804 eV

ORCA input file:
```
! wB97M-V def2-TZVPD RIJCOSX def2/J DEFGRID3
* xyz 1 6
N -0.07586 -15.93108 19.15161
H -7.36556 -10.52769 24.14850
N -3.98436 -18.08430 17.73967
O -8.17645 -16.12345 18.09057
H -3.82673 -5.93339 18.12314
H -5.28376 -6.87752 17.82247
H -2.82440 -14.89467 20.75649
C -4.78543 -6.23294 18.54654
C -8.86948 -12.73446 20.78625
H -2.94693 -11.15355 20.10243
H -9.31665 -14.07732 17.90103
C -9.24996 -15.96330 17.55808
H -3.33426 -17.43453 18.15832
H -8.15582 -12.95412 16.37619
H -8.10922 -14.78587 22.37906
C -11.92976 -17.72590 20.58621
N -5.04887 -13.07364 22.06416
H -6.12079 -8.81245 18.29021
H -7.03184 -7.02059 19.70615
C -3.77872 -9.17645 19.61738
O -13.99535 -18.77128 21.43029
O -8.19704 -13.63317 19.93637
H -6.62318 -12.03642 23.94125
H -1.47684 -18.84470 21.03913
H -4.70312 -6.04851 21.92851
C -2.47540 -13.29867 14.65750
C -6.43166 -13.97928 16.17792
H -3.48216 -12.90567 14.51578
C -14.92402 -18.95817 22.51296
H -2.88473 -13.72730 18.12789
H -1.03021 -12.79033 19.16992
H -3.77341 -18.93209 17.23285
C -7.39365 -16.53647 22.04601
H -2.70900 -13.70801 21.97666
C -5.15389 -9.91498 19.70487
H -8.70763 -10.61114 22.11233
H -9.64094 -17.89597 17.40477
N -9.80287 -14.81686 17.41444
O -5.62193 -16.82924 18.55687
H -9.94723 -18.18801 21.33562
H -4.32445 -18.46682 21.47206
O -2.54556 -7.33309 20.22383
H -11.84935 -18.53990 19.86576
C -3.37064 -9.12457 18.12403
H -5.96294 -14.02214 14.27578
H -6.96882 -18.75197 17.57945
O -1.94398 -12.14226 17.40512
H -7.39839 -12.97906 14.84787
H -0.42029 -14.99336 19.30040
H -10.92433 -16.91470 16.81890
C -2.84142 -13.18476 17.18351
C -0.75882 -12.37038 18.20138
H -1.32457 -14.39904 16.13248
H 0.03156 -12.90791 17.67750
H -15.88371 -19.36308 22.19183
C -6.26394 -9.00242 19.35393
H 0.04407 -18.02010 18.01185
H -2.38133 -8.68303 18.00402
F -10.20116 -14.09517 22.34572
H -11.64397 -16.27546 19.23222
H -10.50300 -16.42206 21.48985
C -7.53782 -11.50041 23.68781
H -8.40485 -11.97022 24.15216
H -1.85411 -12.40313 14.64699
C -2.07947 -19.69142 21.36779
H -6.45685 -7.92051 21.10302
H -9.19099 -11.83020 20.26948
H -7.67127 -17.76284 23.56397
N -12.36387 -16.49447 19.90594
H -12.16407 -15.76380 20.57400
N -5.78074 -14.46057 15.16723
O -6.92919 -16.26761 20.92392
H -5.64668 -19.48374 16.81367
H -4.85419 -14.80635 15.37222
C -0.22338 -20.74754 22.74420
H -10.60199 -14.64205 16.82204
Mn -6.86286 -15.15404 19.21314
H -2.77277 -16.04741 15.57969
H -12.24743 -18.69638 22.47728
H -1.06074 -20.97724 19.57382
C -4.58150 -13.87089 21.17056
H -2.47200 -7.17705 19.27946
N -5.99131 -18.68917 17.33328
H -4.46846 -12.87270 22.86593
C -7.81073 -11.21654 22.24337
H -9.81579 -17.17842 20.07697
F -10.77313 -12.05121 21.94834
H -2.92888 -9.99810 21.42995
H -1.80844 -21.75031 21.89216
C -2.35298 -14.05767 16.01444
H -0.36870 -11.42412 18.57624
C -10.49557 -17.34645 20.91230
H -8.29471 -16.01312 23.73422
H -5.85668 -5.07471 20.95989
N -7.91366 -15.64380 22.87486
C -1.16548 -20.94542 21.53600
H 0.33081 -20.46965 20.27906
O -2.20621 -16.40356 19.58003
C -1.11816 -16.75033 19.06286
N -0.86052 -17.82315 18.41561
H -5.40230 -5.33430 18.55151
O -6.22773 -14.23474 17.34275
H -4.09710 -8.58949 17.51242
H 0.32140 -19.80494 22.69114
H -2.25791 -13.93049 13.79632
O -2.81165 -19.26744 22.52226
H -3.07847 -17.37850 21.55992
N -7.44244 -13.35507 15.78423
N -0.38834 -21.17851 20.30009
H -7.60019 -18.48755 22.00217
H -7.24168 -9.46272 19.49619
N -3.27513 -15.23354 15.90426
H -4.11282 -17.82464 23.04876
C -3.55203 -18.14664 22.17131
H -15.19433 -17.95904 22.85465
H -14.54526 -19.36327 23.45134
N -3.30054 -14.21952 21.33748
C -4.85730 -6.83106 19.94501
C -6.22629 -7.65810 20.07051
C -12.84420 -18.06618 21.81786
O -5.24749 -14.40312 20.27875
H -12.97758 -17.13196 22.36335
H -7.02432 -10.57649 21.84338
H -5.21276 -10.30347 20.72159
N -9.97460 -16.97539 17.15717
C -10.19155 -13.14198 21.44452
O -7.89298 -12.52029 21.77843
H 0.59480 -21.45710 22.86749
H 0.88351 -16.08243 18.87443
H -3.56794 -15.48356 16.83799
H -5.17869 -10.71585 18.96590
H -2.86372 -19.89317 20.63817
N -3.83020 -7.86256 20.29373
H -6.03335 -12.85592 22.00500
H -3.73013 -12.62967 16.88324
C -4.92218 -5.63555 20.94384
H -0.81735 -20.63752 23.65151
N -7.38605 -17.69997 22.59712
H -1.64551 -18.43041 18.22822
H -1.81985 -9.73794 20.05703
C -5.23574 -17.78183 17.88728
H -3.31464 -10.12003 17.68353
C -2.80386 -10.10223 20.35216
F -11.06076 -13.58599 20.52258
H -4.15757 -4.90176 20.68885
*
```

Atom charges from the Löwdin analysis, given in e for atoms 1 to 4:
1. N 0.1828
2. H 0.0825
3. N 0.1829
4. O -0.0174